1.
{"formula": "C6H8", "method": "wB97M-V/def2-TZVPD", "species": ["C", "C", "C", "C", "C", "C", "H", "H", "H", "H", "H", "H", "H", "H"], "positions_angstrom": [[0.97895, 0.61247, -0.55126], [-0.53280, -1.12823, -1.13624], [-1.58707, -1.51033, -0.47272], [0.61069, 0.33726, 0.88567], [0.52315, -0.47468, -1.53567], [0.00473, 1.20446, 1.69063], [0.96442, -0.65671, -2.51961], [-0.04976, 1.04142, 2.76374], [-2.49481, -0.91908, -0.54774], [0.54318, 1.57877, -0.84266], [0.97015, -0.61024, 1.29025], [-1.56497, -2.36094, 0.19975], [-0.43232, 2.12860, 1.31653], [2.06646, 0.75723, -0.54069]], "de_lowest_ev": 1.818, "homo_lumo_gap_ha": 0.387, "total_energy_ha": -233.3202, "charge": 0, "multiplicity": 1, "smiles": "C=C=CCC=C"}

=====

2.
{"formula": "C12H24Br2F3O6PS2", "method": "wB97M-V/def2-TZVPD", "species": ["Br", "Br", "S", "S", "P", "F", "F", "F", "O", "O", "O", "O", "O", "O", "C", "C", "C", "C", "C", "C", "C", "C", "C", "C", "C", "C", "H", "H", "H", "H", "H", "H", "H", "H", "H", "H", "H", "H", "H", "H", "H", "H", "H", "H", "H", "H", "H", "H", "H", "H"], "positions_angstrom": [[2.40964, 1.77034, -4.72336], [-0.08758, 1.09503, -6.68173], [2.61503, -0.81420, 0.54192], [-0.79633, 1.35658, 4.50582], [-0.43186, -1.76900, -5.20109], [-2.46517, 0.55566, -2.90998], [-2.69845, 1.18903, -4.94956], [-4.40200, 0.72634, -3.76767], [-0.21974, 1.37632, 3.19580], [1.57727, -1.28381, -0.32822], [-1.88800, 0.49000, 4.81502], [3.99567, -0.96588, 0.20259], [-1.17924, 2.84633, 4.91944], [2.36712, -1.40581, 2.00255], [1.95800, -0.84342, -3.49960], [-3.13210, 0.35696, -4.03258], [3.54319, -3.55472, 2.08572], [-3.46624, 3.22171, 4.11778], [1.45497, 0.10612, -4.54490], [-3.13866, -1.10199, -4.45299], [0.45077, -0.15573, -5.33147], [-2.00370, 3.60758, 4.01629], [2.30766, 0.87233, 0.93595], [0.47805, 1.11945, 5.69826], [-2.20890, -1.46004, -5.63041], [2.21224, -2.82947, 2.13518], [-3.63352, 2.21047, 3.74770], [1.28688, 1.81523, 5.49178], [2.54938, -0.26018, -2.79698], [0.06469, 1.28415, 6.68989], [-2.97465, -1.71190, -3.56751], [-1.87782, 4.65048, 4.30235], [1.52614, -3.20687, 1.37485], [-2.57950, -2.39695, -6.03999], [2.98317, 1.17544, 1.73169], [1.27054, 0.97888, 1.24466], [0.82770, 0.09364, 5.60241], [-4.07944, 3.90466, 3.52928], [-0.42104, -2.14516, -3.83846], [1.74112, -2.99139, 3.10356], [-4.15918, -1.32056, -4.76679], [-2.29665, -0.70180, -6.40554], [2.49778, 1.45947, 0.03923], [2.63428, -1.54655, -3.98824], [3.99211, -3.48674, 1.09504], [3.40888, -4.60987, 2.32642], [-3.79970, 3.24763, 5.15539], [4.24742, -3.11508, 2.79242], [1.17641, -1.33856, -2.93546], [-1.63664, 3.50586, 2.99355]], "de_lowest_ev": 0.336, "homo_lumo_gap_ha": 0.319, "total_energy_ha": -7508.3852, "charge": 0, "multiplicity": 1, "smiles": "C/C(Br)=C(/Br)PCCC(F)(F)F.CCOS(C)(=O)=O.CCOS(C)(=O)=O"}

=====

3.
{"formula": "C6H21HgO6", "method": "wB97M-V/def2-TZVPD", "species": ["Hg", "O", "O", "O", "O", "O", "O", "C", "C", "C", "C", "C", "C", "H", "H", "H", "H", "H", "H", "H", "H", "H", "H", "H", "H", "H", "H", "H", "H", "H", "H", "H", "H", "H"], "positions_angstrom": [[0.56314, -0.14680, 0.03752], [4.30560, -1.45607, 1.25179], [-1.39514, -0.97074, 4.16639], [2.11214, 4.27277, 0.05111], [0.40954, -4.04533, -0.59290], [-2.92737, 0.49815, -2.67353], [2.54999, -0.13366, -3.57070], [3.23464, 4.96081, 0.35161], [-3.95887, -0.34236, -3.12318], [-2.37908, -1.86577, 4.67160], [4.45500, 4.63667, -0.47488], [-3.74457, -1.39893, 5.13790], [-3.59208, -1.34319, -4.21628], [5.21216, 5.40918, -0.34055], [-4.12646, -0.56974, 4.54232], [-3.61955, -1.18820, 6.20000], [-4.34432, -0.89736, -2.26792], [5.13200, -1.70639, 0.83869], [-3.06422, -0.81479, -5.01017], [4.88536, 3.68901, -0.15111], [0.23909, -4.71827, 0.06614], [0.59078, -4.53536, -1.39493], [-4.80036, 0.24622, -3.48866], [3.41217, 4.86328, 1.42263], [-2.46662, -2.70889, 3.98631], [2.99970, 5.98090, 0.04777], [-4.45675, -2.22019, 5.05773], [3.39904, -0.39447, -3.92748], [2.17965, 0.44876, -4.23395], [-4.51655, -1.78808, -4.58443], [4.37712, -1.78251, 2.14875], [4.30605, 4.66244, -1.55435], [-1.91889, -2.41907, 5.49025], [-3.05235, -2.22200, -3.86348]], "de_lowest_ev": 6.592, "homo_lumo_gap_ha": 0.070, "total_energy_ha": -845.7095, "charge": -1, "multiplicity": 1}